The following is a quantum chemistry calculation of a 3-piece molecular cluster, C22H36F4O10 overall at a distorted geometry, from the OMol25 dataset.

Last column: Löwdin charge in e.
Cartesian coordinates (Å):
C 1.5120 4.2514 1.3906  0.005
C 1.5852 4.0282 -0.0405  -0.069
C 1.2598 2.5793 -0.7095  -0.238
C -0.3357 2.5593 -0.6143  -0.184
F -0.8100 2.2761 0.7433  -0.062
C -1.1072 1.6606 -1.6922  -0.154
C -1.4233 2.3900 -3.0905  -0.097
O 1.5470 2.8911 -2.1180  -0.006
C 1.9905 1.7202 -2.8501  -0.352
O 2.1245 1.5654 -4.0688  0.142
O 2.2424 0.7882 -1.7739  0.012
C 2.1877 1.3370 -0.4046  -0.211
C 1.6947 0.0559 0.4032  -0.063
O 0.2964 -0.3148 0.2106  -0.014
C 0.0810 -1.6934 0.4247  -0.439
F 0.8001 -2.2360 1.5158  0.094
F -1.3219 -1.8490 0.6696  0.083
F 0.3457 -2.3590 -0.8029  0.098
C 3.6687 1.7616 0.1340  -0.226
C 4.4532 0.5153 0.8505  -0.083
C 4.6659 2.2811 -1.0076  -0.200
C 4.6575 3.8654 -1.2726  -0.114
H 0.5158 4.1237 1.9423  0.073
H 2.4593 4.5841 1.9564  0.072
H 1.8775 4.9424 -0.6828  0.132
H -0.6861 3.6467 -0.8052  0.165
H -0.4319 0.7551 -1.9423  0.113
H -2.0986 1.3196 -1.2392  0.110
H -0.7724 3.3145 -3.2709  0.081
H -2.5456 2.5872 -3.1315  0.072
H -1.1960 1.6755 -3.9725  0.089
H 1.8405 0.1618 1.5454  0.158
H 2.2911 -0.8428 -0.0188  0.152
H 3.6131 2.5544 0.9745  0.134
H 4.3854 -0.3556 0.1040  0.096
H 3.9854 0.2499 1.8752  0.086
H 5.5477 0.7844 1.0915  0.089
H 4.5728 1.7635 -2.0197  0.119
H 5.7347 2.0339 -0.6350  0.112
H 5.6554 4.2575 -1.7036  0.086
H 3.7628 4.1846 -1.9301  0.068
H 4.4613 4.3675 -0.2468  0.075
C -8.0519 1.7749 -4.1811  -0.069
C -8.0823 2.5672 -2.8874  -0.216
O -7.7655 1.7346 -1.7649  0.032
C -6.4625 1.4497 -1.6064  -0.584
O -5.5578 1.8328 -2.3101  0.111
O -6.3412 0.6361 -0.5428  0.003
C -5.0105 0.1732 -0.3239  -0.046
H -8.6984 0.8964 -4.1086  0.082
H -8.3819 2.3918 -5.0196  0.080
H -7.0452 1.4113 -4.3989  0.074
H -9.0928 2.9474 -2.7197  0.122
H -7.4151 3.4327 -2.9275  0.124
H -4.3051 1.0050 -0.2700  0.083
H -4.7253 -0.5229 -1.1161  0.102
H -4.9908 -0.3582 0.6283  0.096
C 0.5937 -5.0499 2.5768  -0.067
C 0.2951 -5.5109 3.9910  -0.209
O 0.9143 -6.7744 4.2640  0.032
C 2.2330 -6.7293 4.5147  -0.587
O 2.9215 -5.7376 4.5354  0.118
O 2.6624 -7.9887 4.7101  0.000
C 4.0736 -8.0952 4.8889  -0.049
H 0.3170 -5.8225 1.8545  0.088
H 0.0470 -4.1356 2.3460  0.058
H 1.6598 -4.8551 2.4405  0.077
H -0.7816 -5.6591 4.1034  0.124
H 0.5963 -4.7646 4.7316  0.125
H 4.4253 -7.4313 5.6812  0.096
H 4.5842 -7.8761 3.9484  0.099
H 4.2983 -9.1236 5.1748  0.093

- LUMO: -0.416 eV
- SMILES string: C=C[C@@]1([C@H](F)CC)OC(=O)O[C@@]1(COC(F)(F)F)[C@@H](C)CC.CCOC(=O)OC.CCOC(=O)OC
- HOMO: -8.47 eV
- Orbital gap: 8.05 eV
- Multiplicity: 1

=====

The following is a quantum chemistry calculation of C22H36F6N2PSSi2W as an isolated structure at a distorted geometry, from the OMol25 dataset.

Last column: Löwdin charge in e.
Cartesian coordinates (Å):
W 0.4762 -0.1281 0.0785  1.620
C -2.9481 1.5640 0.1490  -0.153
C -2.3023 0.7653 -0.7665  -0.182
C -1.8307 -0.4295 -0.0956  -0.350
C -2.3118 -0.3087 1.2628  -0.169
C -2.9626 0.8951 1.4015  -0.161
H -3.3772 2.5378 -0.0493  0.088
H -2.2363 0.9380 -1.8300  0.082
H -1.8617 -1.3796 -0.6130  0.073
H -2.2600 -1.0780 2.0195  0.091
H -3.4225 1.2629 2.3075  0.089
C -0.9376 -4.0816 -2.3321  -0.171
Si 0.0567 -3.5460 -0.7941  0.466
C -1.2148 -3.7329 0.6037  -0.173
C 1.4123 -4.8633 -0.5780  -0.174
N 0.5558 -1.8873 -1.0012  -0.215
C 1.0913 -1.4980 -2.2346  -0.326
C 1.7579 -2.3851 -3.0849  -0.064
C 2.0944 -2.0561 -4.3870  -0.106
C 1.7478 -0.8096 -4.8815  -0.106
C 1.1656 0.1203 -4.0372  -0.072
C 0.8891 -0.1625 -2.6949  -0.313
N 0.4117 0.7901 -1.7948  -0.207
Si 0.4665 2.4747 -2.2410  0.439
C 0.0892 3.6974 -0.8491  -0.175
C 2.2076 2.9892 -2.8182  -0.171
C -0.8241 2.9885 -3.5521  -0.175
H -1.3101 -5.1006 -2.2088  0.028
H -0.3363 -4.0515 -3.2413  0.014
H -1.7988 -3.4286 -2.4906  0.028
H -1.0345 -4.6626 1.1456  0.027
H -2.2294 -3.7720 0.2035  0.032
H -1.1755 -2.9365 1.3390  -0.010
H 1.0643 -5.6506 0.0915  0.026
H 2.3219 -4.4467 -0.1473  0.017
H 1.6706 -5.3280 -1.5321  0.018
H 2.0166 -3.3632 -2.6990  0.088
H 2.6021 -2.7786 -5.0134  0.095
H 1.9404 -0.5502 -5.9149  0.095
H 0.9130 1.0958 -4.4307  0.075
H 0.8329 3.6862 -0.0540  0.017
H -0.8921 3.5302 -0.4059  0.014
H 0.0879 4.6992 -1.2868  0.035
H 2.8717 3.0424 -1.9541  0.000
H 2.1962 3.9701 -3.2966  0.028
H 2.6479 2.2784 -3.5171  0.017
H -1.7658 3.2358 -3.0594  0.022
H -1.0357 2.2279 -4.3046  0.019
H -0.4810 3.8854 -4.0725  0.025
S 3.9017 0.6984 -0.2883  0.756
C 2.4268 0.2659 -0.0395  -0.779
C -0.9326 2.7731 3.3535  -0.094
C -0.0597 1.5385 3.0886  -0.477
C 1.1668 1.6601 3.9960  -0.093
C 0.3221 1.4781 1.5932  -0.277
H -1.1850 2.8608 4.4135  0.071
H -1.8573 2.7343 2.7809  0.044
H -0.3899 3.6762 3.0581  0.079
H -0.6230 0.6440 3.3727  0.114
H 1.7246 2.5637 3.7325  0.076
H 1.8327 0.8080 3.9052  0.049
H 0.8546 1.7438 5.0399  0.073
H 1.1782 2.1628 1.4992  0.043
H -0.5135 1.9808 1.0681  0.026
F 0.4068 -1.4840 1.9354  -0.305
P 1.8021 -2.2630 2.7010  0.202
F 3.0574 -2.9401 3.3949  -0.118
F 2.4218 -2.4875 1.2251  -0.173
F 2.4955 -0.8147 2.7365  -0.163
F 1.0243 -3.6505 2.5730  -0.127
F 1.0869 -1.9746 4.0964  -0.122

- LUMO (spin up / spin down): 1.673 / 1.154 eV
- HOMO (spin up / spin down): -4.82 / -4.69 eV
- Orbital gap (spin up / spin down): 6.49 / 5.85 eV
- Net charge: -1
- Multiplicity: 3